No. 1
{
  "formula": "C7H4O",
  "method": "ωB97M-V/def2-TZVPD",
  "smiles": "C#CC1=CC=CC1=O",
  "lumo_energy_ev": -1.130,
  "relative_energy_kj_mol": 99.03,
  "total_charge": 0,
  "e_homo_ha": -0.317,
  "species": ["C", "C", "C", "C", "C", "C", "C", "O", "H", "H", "H", "H"],
  "xyz": [[-2.958, 0.045, 0.161], [-1.829, -0.241, 0.032], [-0.456, -0.296, -0.080], [0.182, -1.548, -0.115], [1.688, -1.197, -0.072], [1.893, 0.128, 0.260], [0.601, 0.950, -0.003], [0.513, 2.132, -0.185], [-4.158, -0.097, 0.051], [-0.279, -2.552, -0.248], [2.597, -1.893, -0.154], [3.007, 0.437, 0.731]]
}



No. 2
{
  "formula": "C7H54BrMnO20",
  "method": "ωB97M-V/def2-TZVPD",
  "spin_multiplicity": 6,
  "lumo_energy_ev": [-2.538, -2.538],
  "relative_energy_kj_mol": 0.00,
  "total_charge": 1,
  "e_homo_ha": [-0.392, -0.411],
  "s2": 8.752,
  "species": ["Mn", "Br", "C", "O", "H", "H", "H", "H", "C", "O", "H", "H", "H", "H", "C", "O", "H", "H", "H", "H", "C", "O", "H", "H", "H", "H", "C", "O", "H", "H", "H", "H", "C", "O", "H", "H", "H", "H", "C", "O", "H", "H", "H", "H", "O", "H", "H", "O", "H", "H", "O", "H", "H", "O", "H", "H", "O", "H", "H", "O", "H", "H", "O", "H", "H", "O", "H", "H", "O", "H", "H", "O", "H", "H", "O", "H", "H", "O", "H", "H", "O", "H", "H"],
  "xyz": [[-0.076, 0.344, -0.033], [-1.375, 1.357, 2.102], [-5.067, -1.854, 0.665], [-6.214, -2.660, 0.427], [-5.222, -0.855, 0.258], [-4.910, -1.779, 1.741], [-4.201, -2.309, 0.184], [-6.895, -2.299, 0.999], [-1.948, 4.482, -2.101], [-2.753, 3.517, -1.444], [-1.719, 5.346, -1.478], [-1.024, 4.022, -2.453], [-2.465, 4.985, -2.919], [-3.461, 4.001, -1.013], [4.504, -0.677, -2.024], [3.416, -0.797, -2.920], [4.971, -1.623, -1.747], [5.235, -0.023, -2.499], [4.081, -0.207, -1.137], [3.708, -1.472, -3.537], [1.783, -4.024, -0.253], [3.031, -4.711, -0.026], [2.070, -3.013, -0.544], [1.282, -4.559, -1.060], [1.144, -3.948, 0.627], [2.827, -5.538, 0.417], [-2.345, -4.121, 2.548], [-1.776, -2.796, 2.301], [-3.033, -4.459, 1.773], [-1.597, -4.879, 2.783], [-3.026, -4.033, 3.394], [-1.554, -2.432, 3.161], [3.189, 2.411, -3.126], [2.369, 3.339, -2.531], [3.909, 2.829, -3.830], [3.794, 1.964, -2.337], [2.690, 1.591, -3.642], [1.851, 3.707, -3.250], [3.186, 4.101, 1.506], [2.902, 2.778, 1.865], [2.391, 4.466, 0.855], [3.049, 4.704, 2.404], [4.180, 4.147, 1.061], [3.344, 2.565, 2.690], [-3.765, 4.019, 2.047], [-4.353, 3.264, 2.058], [-2.890, 3.641, 1.958], [-0.751, -1.583, 4.682], [-0.086, -0.933, 4.454], [-1.356, -1.114, 5.258], [-2.816, -1.999, -2.514], [-2.713, -1.135, -2.913], [-3.656, -2.317, -2.846], [1.381, 0.128, 3.772], [0.792, 0.882, 3.755], [2.159, 0.442, 4.233], [-2.603, 0.583, -3.781], [-3.482, 0.645, -4.155], [-2.016, 0.779, -4.512], [1.031, -0.511, -1.707], [1.908, -0.418, -2.079], [0.617, -1.194, -2.235], [-1.263, -1.402, -0.181], [-1.566, -1.862, 0.601], [-1.830, -1.722, -0.883], [0.482, 3.394, 4.111], [-0.262, 3.924, 4.396], [0.137, 2.862, 3.394], [1.384, 1.820, -0.119], [1.928, 2.086, 0.623], [1.793, 2.237, -0.878], [1.302, -0.772, 1.199], [1.567, -1.681, 1.339], [1.531, -0.327, 2.015], [-1.487, 1.203, -1.374], [-2.046, 1.907, -1.045], [-1.899, 0.933, -2.195], [0.024, -2.555, -3.203], [0.214, -2.991, -4.034], [-0.922, -2.650, -3.093], [2.989, -2.727, 2.183], [3.830, -2.943, 1.779], [2.446, -3.501, 2.035]]
}



No. 3
{
  "formula": "C7H5AsF5O3ReS5Te",
  "method": "ωB97M-V/def2-TZVPD",
  "lumo_energy_ev": [-10.108, -10.105],
  "relative_energy_kj_mol": 128.12,
  "total_charge": 2,
  "e_homo_ha": [-0.570, -0.570],
  "species": ["Re", "S", "As", "S", "S", "S", "F", "Te", "F", "F", "F", "F", "O", "O", "C", "O", "C", "C", "C", "C", "S", "C", "C", "H", "H", "H", "H", "H"],
  "xyz": [[-0.093, 2.153, -0.701], [-1.216, 7.001, -1.179], [0.081, 5.326, -0.931], [0.028, 3.821, 0.750], [0.357, 3.560, -2.327], [0.946, 7.279, -0.913], [-3.524, 2.083, 2.293], [-2.980, 1.564, 0.640], [-1.273, 1.225, 1.422], [-2.995, 3.390, 0.302], [-4.452, 1.431, -0.419], [-3.330, -0.170, 1.080], [-1.842, 1.497, -0.922], [1.800, -5.602, 0.954], [0.987, -4.887, 0.180], [0.117, -5.383, -0.472], [1.204, -3.390, 0.095], [0.070, -2.618, -0.184], [0.182, -1.259, -0.340], [1.447, -0.665, -0.232], [1.759, 1.060, -0.422], [2.589, -1.425, 0.021], [2.455, -2.792, 0.189], [2.360, -5.062, 1.525], [-0.881, -3.122, -0.292], [-0.696, -0.670, -0.563], [3.562, -0.955, 0.081], [3.340, -3.390, 0.363]]
}



No. 4
{
  "formula": "C7H5Br3O2",
  "method": "ωB97M-V/def2-TZVPD",
  "lumo_energy_ev": -0.274,
  "relative_energy_kj_mol": 0.00,
  "total_charge": 0,
  "e_homo_ha": -0.334,
  "species": ["C", "C", "C", "C", "C", "C", "C", "O", "O", "Br", "Br", "Br", "H", "H", "H", "H", "H"],
  "xyz": [[-2.332, -0.444, 0.451], [-1.800, 0.739, 0.026], [-1.526, -1.539, 0.648], [0.369, -0.219, 0.070], [-0.391, 0.873, -0.159], [-0.130, -1.421, 0.465], [2.543, 0.106, -0.171], [0.070, 2.070, -0.670], [2.739, 1.424, -0.136], [0.786, -3.206, 0.269], [3.118, -0.950, 1.397], [3.008, -0.577, -1.870], [-3.456, -0.655, 0.409], [-2.329, 1.521, -0.496], [-2.058, -2.452, 0.965], [-0.596, 2.627, -1.066], [1.986, 2.101, -0.134]]
}



No. 5
{
  "formula": "C7H5Cl2F2NS",
  "method": "ωB97M-V/def2-TZVPD",
  "smiles": "FC(F)N(S)c1ccc(Cl)c(Cl)c1",
  "lumo_energy_ev": 0.484,
  "total_charge": 0,
  "e_homo_ha": -0.320,
  "species": ["F", "C", "F", "N", "S", "C", "C", "C", "C", "Cl", "C", "Cl", "C", "H", "H", "H", "H", "H"],
  "xyz": [[2.923, -1.432, 1.750], [2.304, -0.788, 0.758], [2.799, -1.258, -0.395], [0.786, -1.059, 0.905], [0.353, -2.711, 1.044], [-0.056, -0.206, 0.173], [-1.401, -0.141, 0.535], [-2.256, 0.729, -0.108], [-1.787, 1.557, -1.120], [-2.853, 2.657, -1.901], [-0.451, 1.479, -1.498], [0.156, 2.469, -2.769], [0.410, 0.596, -0.864], [2.484, 0.290, 0.840], [0.231, -2.714, 2.383], [-1.767, -0.781, 1.322], [-3.295, 0.783, 0.173], [1.420, 0.530, -1.229]]
}



No. 6
{
  "formula": "C7H5Cl2NO2S",
  "method": "ωB97M-V/def2-TZVPD",
  "lumo_energy_ev": 0.001,
  "relative_energy_kj_mol": 14.36,
  "total_charge": 0,
  "e_homo_ha": -0.319,
  "species": ["C", "C", "C", "C", "C", "C", "C", "N", "O", "O", "S", "Cl", "Cl", "H", "H", "H", "H", "H"],
  "xyz": [[0.951, 0.822, -0.088], [2.235, 0.420, -0.458], [0.552, -0.770, -2.033], [-2.205, 1.006, -1.762], [2.041, -2.145, 2.442], [-1.429, 0.592, -0.788], [-1.884, -0.015, 0.513], [-0.038, 0.492, -0.952], [1.972, -1.624, 3.468], [2.083, -2.661, 1.437], [2.200, -0.824, -1.618], [0.650, 1.942, 1.230], [3.644, 0.936, 0.340], [-1.692, 1.375, -2.615], [-3.301, 1.044, -1.672], [-2.871, -0.255, 0.539], [-1.285, -0.960, 0.632], [-1.622, 0.627, 1.384]]
}



No. 7
{
  "formula": "C7H5ClFNO2",
  "method": "ωB97M-V/def2-TZVPD",
  "lumo_energy_ev": [-1.198, -1.198],
  "relative_energy_kj_mol": 259.53,
  "total_charge": 0,
  "e_homo_ha": [-0.360, -0.360],
  "species": ["C", "C", "C", "C", "C", "C", "C", "N", "O", "O", "F", "Cl", "H", "H", "H", "H", "H"],
  "xyz": [[-2.626, 0.242, -0.284], [-2.004, -0.990, 0.226], [-1.859, 1.410, -0.594], [-0.602, -1.063, 0.292], [-0.445, 1.325, -0.355], [0.004, 0.138, 0.122], [2.247, 0.194, 0.159], [2.815, -1.050, 0.492], [3.236, -1.726, -0.406], [2.720, -1.325, 1.667], [2.236, 1.098, 1.162], [2.629, 0.816, -1.449], [-3.653, 0.289, -0.514], [-2.675, -1.827, 0.306], [-2.204, 2.244, -1.197], [-0.074, -1.951, 0.629], [0.254, 2.178, -0.256]]
}



No. 8
{
  "formula": "C7H5ClN2O2S",
  "method": "ωB97M-V/def2-TZVPD",
  "lumo_energy_ev": -0.495,
  "relative_energy_kj_mol": 143.64,
  "total_charge": 0,
  "e_homo_ha": -0.335,
  "species": ["C", "C", "C", "C", "C", "C", "C", "N", "N", "O", "O", "S", "Cl", "H", "H", "H", "H", "H"],
  "xyz": [[-1.455, 2.123, 0.395], [-1.580, 1.061, 1.301], [-0.422, 2.023, -0.515], [-0.637, 0.091, 1.453], [0.524, 0.989, -0.437], [0.367, 0.011, 0.546], [0.584, -1.774, -2.187], [1.048, -1.166, 0.600], [1.231, -1.790, 1.644], [1.974, -2.782, 1.692], [-0.347, -1.058, -2.134], [1.833, -1.971, -1.001], [1.051, -2.690, -3.567], [-2.259, 2.782, 0.332], [-2.412, 0.935, 1.933], [-0.074, 2.747, -1.241], [-0.889, -0.700, 2.105], [1.463, 1.167, -0.918]]
}



Ordered DFT total energy results: -9365.8817 -150445.6618 -151490.4895 -221558.8629 -50145.0310 -48801.8825 -28158.4575 -37768.9175; unit eV.